(1)
17
Properties=species:S:1:pos:R:3:forces:R:3:mulliken_charge:R:1 method="wB97M-V/def2-TZVPD" relative_energy_kcal_mol=97.9 e_tot_ev=-11923.2963 charge=0
C 1.506 -1.125 -0.112 4.12 -1.05 -0.06 0.14
C -2.283 -0.365 0.318 -0.23 -0.08 -0.57 -0.81
C 0.010 1.332 -0.477 0.40 -0.73 -0.44 -1.26
N -1.016 -0.494 0.964 1.30 0.48 -1.00 -0.44
C 0.011 0.244 0.585 -3.49 1.59 3.48 0.79
O 2.486 -0.434 0.367 -2.31 -0.66 -1.26 -0.60
O 1.412 -1.329 -1.441 -0.61 0.44 0.82 -0.40
O 0.689 0.581 1.711 4.40 -0.60 -2.00 -0.64
H 1.878 0.364 1.282 -2.97 0.26 1.16 0.45
H 1.936 -0.663 -1.906 0.16 0.13 0.07 0.38
H 1.147 -1.994 0.441 -0.58 0.48 0.04 0.44
H -2.209 -0.519 -0.765 -0.22 -0.05 -0.05 0.28
H -2.982 -1.080 0.761 0.08 0.11 -0.25 0.30
H -2.686 0.653 0.472 0.15 -0.27 -0.01 0.29
H -0.434 2.244 -0.075 -0.09 -0.19 0.11 0.37
H 1.041 1.564 -0.742 0.06 0.09 0.03 0.35
H -0.506 1.021 -1.382 -0.16 0.04 -0.07 0.35

(2)
49
Properties=species:S:1:pos:R:3:forces:R:3:mulliken_charge:R:1 method="wB97M-V/def2-TZVPD" relative_energy_kcal_mol=0.5 e_tot_ev=-59973.1815 charge=+2
V -0.149 0.363 -0.464 -0.08 0.37 0.20 0.12
O -0.007 1.836 0.450 -0.06 -0.08 -0.13 -0.35
C -0.467 2.486 1.544 0.07 -0.12 -0.05 0.69
C -0.226 3.838 1.705 0.02 0.00 -0.01 -0.80
C -0.703 4.452 2.854 0.01 0.02 0.00 -0.45
C -1.401 3.736 3.826 0.00 -0.02 0.00 -0.76
C -1.629 2.385 3.654 0.01 0.02 0.00 -0.95
C -1.163 1.741 2.501 -0.03 -0.05 0.04 0.61
C -1.386 0.338 2.312 0.00 -0.01 0.01 0.14
N -1.054 -0.356 1.275 -0.01 -0.08 0.01 0.17
C -1.410 -1.791 1.267 0.00 0.04 0.02 -0.74
C -1.727 -2.148 -0.172 0.02 0.02 -0.05 -0.66
N -0.625 -1.541 -0.922 0.02 -0.16 -0.03 0.51
C 0.101 -2.237 -1.736 0.00 0.02 0.04 -0.29
C 1.390 -1.833 -2.212 -0.05 -0.06 -0.01 0.85
C 2.037 -2.564 -3.219 0.01 0.01 0.00 -0.77
C 3.344 -2.275 -3.546 -0.01 0.00 0.01 -0.76
C 4.043 -1.293 -2.839 0.01 0.00 0.00 -0.48
C 3.445 -0.582 -1.814 0.01 0.03 0.02 -0.74
C 2.115 -0.839 -1.525 -0.09 0.06 0.05 0.91
O 1.501 -0.141 -0.539 0.25 -0.05 0.01 -0.58
H 0.330 4.381 0.953 -0.01 0.01 0.01 0.53
H -0.522 5.509 2.996 -0.01 0.00 0.01 0.45
H -1.756 4.237 4.714 0.00 0.00 0.00 0.44
H -2.162 1.816 4.405 0.00 0.01 0.00 0.44
H -1.894 -0.184 3.122 0.00 0.02 0.01 0.40
H -2.250 -1.986 1.932 -0.01 0.00 0.00 0.52
H -0.544 -2.359 1.610 0.00 -0.01 0.00 0.29
H -2.671 -1.708 -0.488 -0.01 0.00 0.01 0.05
H -1.758 -3.226 -0.323 0.00 0.00 0.00 0.59
H -0.247 -3.230 -2.018 -0.01 0.00 0.00 0.48
H 1.500 -3.347 -3.738 0.00 0.00 0.00 0.46
H 3.836 -2.822 -4.338 0.00 0.00 0.00 0.44
H 5.075 -1.087 -3.089 0.00 0.00 0.00 0.43
H 3.979 0.170 -1.251 0.01 0.00 -0.01 0.52
C -3.730 0.390 -2.773 -0.01 -0.02 -0.04 -1.67
C -2.509 1.136 -2.287 0.04 0.03 0.13 1.81
C -2.634 2.647 -2.382 -0.01 0.01 -0.01 -1.65
O -2.222 0.756 -0.890 -0.01 0.04 -0.10 -0.26
C -1.247 0.683 -3.011 -0.26 0.06 -0.03 0.06
O -1.183 0.305 -4.128 0.15 0.01 0.01 -0.45
O -0.150 0.782 -2.186 0.03 -0.10 -0.11 -0.34
H -4.613 0.707 -2.219 0.00 0.00 0.00 0.42
H -3.605 -0.688 -2.672 0.01 0.00 0.01 0.35
H -3.885 0.610 -3.828 0.00 0.00 0.00 0.38
H -3.507 2.987 -1.822 0.00 -0.01 0.00 0.47
H -2.776 2.936 -3.423 0.00 0.01 0.01 0.43
H -1.741 3.147 -2.003 0.01 -0.01 0.00 0.39
H -2.712 1.336 -0.290 0.01 -0.01 0.00 0.33

(3)
19
Properties=species:S:1:pos:R:3:forces:R:3:mulliken_charge:R:1 method="wB97M-V/def2-TZVPD" relative_energy_kcal_mol=85.9 e_tot_ev=-9830.1809 charge=0
C 0.993 -1.615 0.641 -0.93 0.96 1.28 -0.48
C -0.805 1.911 -0.154 0.20 -0.39 0.12 -1.63
C 0.073 -0.208 -1.393 0.42 0.05 -0.48 -1.34
C -0.177 0.541 -0.241 -0.17 0.50 -0.63 1.63
N -0.074 0.374 -2.593 -0.27 0.22 0.15 -0.25
N 0.075 -2.587 0.272 -0.15 0.19 0.02 -0.52
C 0.210 0.512 2.103 0.25 -0.59 0.01 -0.49
N 0.256 -0.024 0.918 0.61 -1.32 -0.70 -0.06
H 0.151 -0.149 -3.421 -0.10 0.02 0.08 0.23
H -0.354 1.340 -2.756 0.06 -0.15 0.08 0.14
H -0.714 -2.663 0.901 0.14 -0.10 0.02 0.25
H -0.250 -2.419 -0.678 0.15 0.13 0.12 0.33
H 1.378 -1.752 1.647 0.01 -0.10 0.07 0.35
H 1.782 -1.506 -0.093 -0.27 0.53 0.07 0.34
H -1.190 2.227 -1.122 -0.04 -0.01 0.00 0.32
H -1.642 1.910 0.554 0.00 0.07 -0.01 0.35
H -0.087 2.666 0.183 -0.02 0.09 0.05 0.32
H -0.126 1.523 2.276 -0.13 -0.01 -0.22 0.30
H 0.500 -0.080 2.957 0.23 -0.08 -0.03 0.19

(4)
19
Properties=species:S:1:pos:R:3:forces:R:3:mulliken_charge:R:1 method="wB97M-V/def2-TZVPD" relative_energy_kcal_mol=71.4 e_tot_ev=-16255.5398 charge=0
C 1.485 2.232 0.488 -0.94 -2.42 -0.23 -0.70
C 2.170 1.034 0.741 -2.46 0.24 -0.73 -0.49
C 0.141 2.125 0.180 0.45 -0.45 0.76 -0.36
C 1.538 -0.182 0.587 1.37 -2.93 -0.23 -0.37
C -0.484 0.916 0.259 -3.06 -2.83 -1.35 0.26
C 0.154 -0.331 0.276 1.83 0.88 0.66 0.33
C -2.094 0.795 -0.037 1.75 1.43 -0.59 0.52
C -0.500 -1.647 0.110 -2.20 1.34 1.56 0.55
C -0.820 -2.443 -1.140 -0.23 2.29 2.92 -1.19
O -2.528 1.855 -0.493 -0.61 -0.79 0.47 -0.66
O -2.611 -0.345 0.129 1.51 -0.42 -0.08 -0.65
F -0.669 -2.267 1.286 0.45 0.23 -2.08 -0.16
H 1.969 3.134 0.441 1.16 2.08 0.08 0.48
H 3.170 0.929 0.953 2.23 0.50 0.48 0.46
H -0.570 2.859 -0.102 -0.14 1.28 -0.05 0.59
H 2.310 -1.072 0.644 -2.07 1.45 -0.08 0.18
H -0.712 -3.438 -0.863 -0.25 -1.96 -0.19 0.41
H -0.220 -2.077 -1.879 2.57 0.41 -1.92 0.43
H -1.728 -2.077 -1.578 -1.35 -0.32 0.58 0.37